A molecular structure, C47H73GeSb2Se2SiV in a non-equilibrium geometry, computed with the ωB97M-V functional and the def2-TZVPD basis.

Element x y z (Å)
Sb: 0.641 0.970 -2.127
Sb: 1.432 3.458 0.444
Se: 0.459 1.322 3.222
Se: 3.323 0.254 1.411
Ge: 0.485 -3.030 0.051
V: -0.299 0.632 0.369
Si: -2.860 0.541 0.254
C: 2.843 -2.393 -1.459
C: 1.607 -3.467 1.577
C: -3.677 -0.716 -0.951
C: 2.766 0.934 -2.083
C: 1.592 3.612 -3.375
C: -3.490 0.251 2.074
C: 0.359 2.771 -3.290
C: 0.417 -0.467 -3.670
C: -2.670 -5.579 -1.178
C: -0.965 -4.312 -0.019
C: 3.632 4.170 -4.559
C: -2.144 3.270 0.279
C: 0.039 -1.127 0.324
C: -1.676 -4.614 -1.180
C: 3.071 5.309 -2.530
C: -3.089 2.515 -1.837
C: 2.270 -3.849 -3.739
C: -3.828 -2.076 -0.267
C: -5.014 0.078 2.171
C: 0.055 0.092 4.667
C: 2.464 3.436 -4.447
C: 0.676 4.763 1.961
C: 3.731 -2.390 -2.524
C: 1.343 -2.943 2.837
C: -5.073 -0.291 -1.423
C: -2.786 -0.962 -2.176
C: 3.492 3.960 0.597
C: 5.081 -0.573 1.331
C: -3.125 1.414 3.006
C: 2.319 1.646 3.702
C: 3.435 -4.730 2.527
C: 2.110 -3.310 3.936
C: -4.605 2.913 0.070
C: 1.643 -3.104 -1.521
C: 3.163 -4.200 3.778
C: -2.983 -6.248 -0.004
C: -3.226 2.367 -0.317
C: -2.301 -5.948 1.164
C: -2.829 -0.997 2.683
C: 3.938 5.115 -3.591
C: 3.262 0.515 3.345
C: 2.658 -4.370 1.435
C: 3.440 -3.111 -3.672
C: -1.292 -4.994 1.153
C: 1.901 4.565 -2.396
C: 1.024 4.801 -1.204
C: 1.385 -3.852 -2.668
H: 4.013 3.638 -0.302
H: -2.887 -2.430 0.145
H: -5.497 -1.087 -2.042
H: -5.068 0.612 -2.027
H: 3.183 1.664 -1.390
H: 2.606 2.573 3.203
H: -3.211 -5.798 -2.089
H: -0.039 4.737 -1.432
H: -2.277 4.307 -0.051
H: -2.590 -0.064 -2.760
H: 3.762 -4.487 4.630
H: 0.123 0.638 5.605
H: 4.273 0.774 3.665
H: 4.251 -5.430 2.402
H: -3.638 2.342 2.763
H: -1.494 -4.065 -2.096
H: -3.108 3.578 -2.103
H: 3.066 -0.066 -1.785
H: 5.284 -0.774 0.282
H: -5.557 0.935 1.780
H: 2.047 -4.434 -4.621
H: 3.940 3.472 1.459
H: 1.460 5.460 2.250
H: -1.830 -1.394 -1.874
H: 0.067 2.411 -4.277
H: 4.837 5.710 -3.670
H: 0.496 -4.460 -2.740
H: -4.157 -2.813 -1.003
H: 5.837 0.103 1.722
H: -5.376 -0.806 1.653
H: 3.567 5.041 0.692
H: -0.962 -0.259 4.520
H: 4.134 -3.114 -4.502
H: -3.410 1.152 4.030
H: 1.217 5.788 -0.783
H: 1.131 -0.224 -4.456
H: -3.181 -1.121 3.713
H: -2.054 1.629 3.018
H: -0.163 5.319 1.545
H: 1.055 -0.722 0.673
H: -3.893 2.032 -2.385
H: 0.649 -1.446 -3.260
H: -5.413 2.318 -0.350
H: -2.149 2.102 -2.204
H: 0.334 4.210 2.834
H: -4.715 3.931 -0.319
H: 1.881 -2.918 4.919
H: -5.297 -0.030 3.223
H: -3.274 -1.680 -2.842
H: -3.764 -6.997 0.001
H: -3.057 -1.915 2.149
H: -0.752 -4.792 2.070
H: -5.758 -0.131 -0.593
H: 3.301 6.060 -1.784
H: -1.158 2.963 -0.101
H: -0.484 3.315 -2.875
H: 2.212 2.711 -5.212
H: 0.741 -0.746 4.652
H: 2.298 1.832 4.777
H: 2.886 -4.792 0.463
H: 0.517 -2.254 2.963
H: 4.658 -1.835 -2.457
H: 2.975 -0.419 3.831
H: -4.757 2.964 1.144
H: -0.592 -0.468 -4.072
H: -1.737 -0.911 2.707
H: 5.081 -1.511 1.881
H: -2.105 3.270 1.366
H: 3.124 1.145 -3.089
H: 4.291 4.015 -5.402
H: 3.094 -1.841 -0.556
H: -2.545 -6.463 2.082
H: -4.564 -2.072 0.531

Computed properties:
* HOMO-LUMO gap (spin up / spin down): 7.95 / 7.96 eV
* ⟨S²⟩: 0.9465
* total energy: -10428.1383 hartree
* molecular weight: 1191.2 g/mol
* total charge: +1
* multiplicity: 2

Mulliken atomic charge list, values in e, 99 entries: -0.578, -0.055, 0.180, 0.653, 2.298, 0.282, -0.868, -0.802, -0.208, 3.358, 0.116, 0.497, 2.778, -1.253, -0.681, -0.916, 0.114, -0.768, -1.242, -0.164, 0.238, -0.670, -1.679, -0.622, -1.913, -1.707, -0.747, -0.607, -1.356, -0.194, 0.504, -1.775, -1.503, -1.309, -1.318, -1.592, -0.812, -0.787, -0.758, -1.809, 0.089, -0.723, -0.625, 3.204, -0.832, -1.453, -0.737, -0.833, -0.536, -0.843, -0.246, 0.837, -1.598, -0.699, 0.362, 0.022, 0.511, 0.357, -0.128, 0.136, 0.448, 0.583, 0.811, 0.357, 0.412, 0.541, 0.564, 0.435, 0.316, 0.223, 0.662, -0.711, 0.331, 0.313, 0.453, 0.405, 0.505, -0.010, 1.055, 0.434, 0.340, 0.689, 0.440, 0.342, 0.505, 0.160, 0.403, 0.554, 0.896, 0.578, 0.729, -0.188, 0.490, -0.377, 0.280, -0.265, 0.330, -0.330, 0.355

***

A molecular structure, C47H74BrCl2FIN10O4P2 in a non-equilibrium geometry, computed with the ωB97M-V functional and the def2-TZVPD basis.

Element x y z (Å)
I: -0.196 1.551 1.116
Br: -2.935 -2.823 0.955
Cl: -3.270 -1.793 4.348
Cl: -2.441 0.470 5.936
P: -0.948 -4.268 3.091
P: -2.244 -5.919 2.433
F: 1.674 -2.534 -2.127
O: -3.643 -5.923 3.095
O: -2.352 -6.084 0.726
O: -1.442 -7.368 2.997
O: 0.805 -4.662 -2.498
N: -1.732 5.091 0.976
N: -3.473 7.416 -3.219
N: 0.825 -3.610 5.292
N: -0.210 9.650 -6.498
N: -0.426 -0.476 1.438
N: 10.690 -0.740 2.905
N: 4.055 -3.411 1.297
N: 6.792 -0.162 0.078
N: -0.324 -7.083 -1.359
N: -3.733 0.505 0.162
C: 2.924 -5.888 1.046
C: 1.362 -3.643 0.884
C: -2.569 0.174 -2.282
C: 10.017 -1.725 2.733
C: -1.022 -1.266 2.565
C: -2.980 1.966 3.596
C: 7.662 -1.721 0.874
C: 9.175 -2.958 2.516
C: -4.340 1.625 -3.397
C: 5.187 1.970 -0.473
C: 6.077 0.789 -0.169
C: 4.016 1.757 1.777
C: -2.851 1.396 -3.160
C: -3.248 8.671 -8.508
C: -4.170 10.290 -0.867
C: 0.790 -6.564 7.640
C: -0.994 -8.072 -1.527
C: 0.062 -1.209 0.422
C: -1.478 6.339 -1.421
C: -0.587 -3.292 -0.841
C: -1.115 -2.767 1.866
C: 0.101 -1.482 3.746
C: -0.002 -4.151 7.821
C: -1.719 7.429 -6.896
C: -3.457 10.789 -2.120
C: 0.079 4.519 -2.285
C: 0.656 -3.545 -1.884
C: -3.680 8.613 -3.302
C: -3.360 -8.087 -3.364
C: 0.865 -5.258 8.424
C: -1.832 -9.310 -1.736
C: 8.568 -2.932 1.110
C: -2.449 -9.288 -3.136
C: -3.940 10.096 -3.396
C: 0.458 -3.850 6.416
C: 4.119 -4.863 1.237
C: 1.465 -5.256 0.850
C: -0.880 8.664 -6.675
C: -0.047 -2.841 0.649
C: -2.338 7.467 -8.295
C: -2.355 -0.644 3.238
C: -1.619 5.646 -0.089
C: -1.206 5.307 -2.517
C: 2.720 -2.860 1.117
C: 4.789 2.668 0.829
C: -2.048 0.718 4.136
C: -3.209 0.359 -0.928
H: -1.087 6.543 -6.789
H: -0.947 1.055 4.030
H: -2.402 6.886 -1.641
H: -1.655 -9.279 -3.891
H: 0.529 -0.732 -0.522
H: 5.684 3.036 1.342
H: 0.543 -5.443 9.454
H: -1.429 -3.925 4.397
H: -1.149 -4.308 -0.803
H: -4.801 0.753 -3.871
H: -3.410 10.497 -4.265
H: 8.386 -2.991 3.274
H: -1.140 5.820 -3.481
H: -2.497 7.386 -6.127
H: 9.802 -3.846 2.639
H: -3.026 -10.206 -3.286
H: 3.004 -7.035 0.994
H: 1.400 -7.333 8.122
H: -1.539 -6.517 0.349
H: -4.871 1.829 -2.462
H: -3.122 -0.285 2.428
H: 0.075 -3.242 8.425
H: 7.235 -1.767 -0.125
H: -5.011 10.264 -3.544
H: -3.815 10.832 0.013
H: 9.368 -2.927 0.361
H: 0.979 -2.151 3.407
H: 0.034 3.935 -1.361
H: 4.172 3.541 0.592
H: 4.619 0.902 2.096
H: -5.252 10.438 -0.946
H: 2.638 -1.692 1.140
H: -4.176 -8.069 -2.634
H: -0.396 -1.913 4.695
H: 0.581 -0.458 4.058
H: 4.299 1.621 -1.010
H: 0.247 3.816 -3.105
H: 0.944 5.188 -2.227
H: 7.987 -3.847 0.955
H: -1.221 -2.449 -1.351
H: 1.909 -4.930 8.468
H: -2.354 1.263 -4.126
H: -0.241 -6.931 7.586
H: -2.379 10.637 -1.999
H: -2.423 2.292 -2.698
H: -2.045 4.606 -2.582
H: 1.166 -6.445 6.620
H: -2.812 -7.143 -3.290
H: 0.544 -5.925 0.691
H: 5.184 -5.338 1.343
H: -3.621 11.867 -2.216
H: -1.545 7.484 -9.051
H: -3.800 -8.128 -4.364
H: -1.053 -4.455 7.798
H: -3.981 9.227 -0.692
H: -2.916 6.551 -8.455
H: -2.408 2.975 3.765
H: -4.492 2.488 -4.051
H: -2.614 -9.347 -0.971
H: -1.490 0.045 -2.154
H: 3.728 2.305 2.679
H: -0.452 -7.191 3.034
H: -4.001 2.024 4.129
H: -3.689 8.642 -9.508
H: -1.199 -10.194 -1.617
H: -3.157 1.876 2.455
H: 6.841 -1.702 1.599
H: -4.063 8.682 -7.777
H: 8.216 -0.787 0.954
H: -2.967 -0.733 -2.746
H: -2.699 9.613 -8.425
H: 5.725 2.665 -1.123
H: -0.660 7.064 -1.364
H: 3.105 1.379 1.302

Computed properties:
* HOMO-LUMO gap: 6.11 eV
* total energy: -7257.7366 hartree
* molecular weight: 1201.8 g/mol
* total charge: +1

Mulliken atomic charge list, values in e, 99 entries: 0.304, 0.011, -0.026, -0.175, 0.348, 0.952, -0.264, -0.648, -0.405, -0.571, -0.454, -0.531, -0.619, -0.571, -0.519, 0.079, -0.475, -0.228, -0.535, -0.534, -0.466, -0.910, -0.144, 0.013, 0.241, 0.477, -0.895, -0.834, -0.372, -1.330, -0.463, 0.339, -0.798, -0.305, -1.161, -1.051, -1.122, 0.390, -1.384, 0.039, -0.472, -0.084, -1.128, -0.477, -0.030, -0.442, -1.204, 0.409, 0.330, -1.080, -0.430, -0.353, -0.461, -0.443, -0.339, 0.405, -0.171, 0.108, 0.232, 1.392, -0.551, -0.250, 0.257, 0.024, -0.668, -0.535, 0.275, 0.228, 0.282, 0.188, -0.083, 0.294, 0.803, 0.321, 0.330, 0.020, 0.339, 0.357, 0.260, 0.283, 0.151, 0.109, 0.315, 0.323, 0.351, 0.347, 0.073, 0.369, 0.234, 0.312, 0.317, 0.311, 0.336, 0.271, 0.353, 0.146, 0.333, 0.335, 0.301

***

Result set for energy relative to the best compared isomer or geometry (same formula, charge and spin): 35.1 0.0 kJ/mol, one per record in the order listed.